No. 1
24
Properties=species:S:1:pos:R:3:forces:R:3:lowdin_charge:R:1 method="wB97M-V/def2-TZVPD" lumo_ev=2.89 orbital_gap_ev=5.979 e_homo_ev=-3.1 spin_multiplicity=1 total_charge=-1 e_above_lowest_kcal_mol=6.64 energy_ev=-27963.0217 fmax_ev_per_a=2.04
C -1.523357 0.943022 2.406500 -0.4 0.2 1.0 -0.217
C -2.863249 0.983705 2.806954 0.0 0.2 0.3 -0.794
C 2.739078 1.914377 -0.892223 0.1 0.1 0.0 -0.020
C 1.520256 1.405606 -0.923096 0.0 -0.1 0.0 -0.175
C -1.280321 -1.389168 -1.510408 -0.4 -0.3 -0.3 -0.315
C 1.502862 -3.300688 -2.039439 0.3 -0.3 0.0 -0.497
C -0.491647 0.709669 1.404356 0.8 -0.5 -1.1 -0.079
C -0.208835 0.040584 0.238719 -1.1 0.8 1.5 -0.256
C 1.157308 0.059151 -0.377556 0.0 -0.1 -0.2 -0.165
N -1.267300 -0.616608 -0.421364 -0.2 0.1 0.2 0.109
O 2.193272 -2.704124 -2.733379 0.8 0.9 -1.0 0.198
O -0.331507 -1.728305 -2.214433 -0.3 0.2 0.1 -0.045
O 0.930526 -4.001116 -1.334494 -0.9 -0.9 1.0 0.200
S -4.532602 0.885309 2.364855 1.0 -0.4 -1.0 0.233
H -0.957685 1.278745 3.280664 -0.1 -0.1 -0.1 0.055
H -2.877716 1.248362 3.869611 0.3 0.0 -0.2 -0.007
H 2.976696 2.875716 -1.316484 0.0 0.2 -0.1 0.038
H 3.560982 1.377374 -0.443890 0.1 -0.1 0.1 0.048
H 0.706072 1.955076 -1.378361 0.0 0.1 -0.1 0.108
H -2.305380 -1.727968 -1.755714 0.1 0.1 0.1 0.136
H 0.430773 1.161416 1.773563 0.0 0.0 -0.1 0.098
H 1.163532 -0.651408 -1.206185 0.1 0.1 0.1 0.087
H 1.908968 -0.255082 0.351833 0.0 0.0 0.0 0.121
H -2.150727 -0.463644 0.049970 -0.2 -0.1 -0.2 0.139


No. 2
17
Properties=species:S:1:pos:R:3:forces:R:3:lowdin_charge:R:1 method="wB97M-V/def2-TZVPD" lumo_ev="1.04 / -0.56" orbital_gap_ev="7.843 / 8.985" e_homo_ev="-6.8 / -9.5" spin_multiplicity=3 s2=2.03 total_charge=0 e_above_lowest_kcal_mol=22.78 energy_ev=-10362.7413 fmax_ev_per_a=4.90
C -1.991346 -1.309560 -0.027448 -1.3 1.5 0.2 -0.058
C -0.688229 -1.655361 0.076665 -0.2 2.5 -0.7 -0.058
C -1.971473 0.107299 -0.043374 -1.1 4.7 1.1 -0.240
C -3.188662 1.406097 0.038384 2.0 -3.9 -0.6 0.125
C 3.537128 0.636734 -0.048659 -0.3 0.3 -0.2 0.015
C 2.228050 0.621489 -0.039933 -2.3 0.6 1.0 -0.161
C 1.416453 -0.514202 -0.238402 -0.2 4.5 1.0 -0.044
N -0.720667 0.598819 0.076076 -0.7 -0.5 -1.0 0.099
N 0.094206 -0.494996 0.028162 -3.4 -1.4 0.6 -0.142
H -2.943980 -1.814541 -0.003415 0.5 -0.6 0.0 0.099
H -0.289796 -2.580693 0.201572 1.4 -2.4 0.1 0.087
H -2.949530 2.241354 0.689530 0.1 -0.3 -0.2 0.008
H -4.201705 1.231928 -0.392287 1.1 0.1 0.5 0.020
H 4.016106 1.428379 0.372577 1.5 2.2 0.8 0.031
H 4.075190 -0.077074 -0.494694 2.2 -2.9 -1.3 0.024
H 1.848530 1.586878 0.329450 -0.9 -0.9 -0.1 0.114
H 1.729730 -1.412543 -0.524204 1.7 -3.4 -1.0 0.081